Record 1
# CH2ClI

A 2-piece molecular cluster, CH2ClI overall (ωB97M-V/def2-TZVPD, OMol25).

Structure (XYZ):
```
5
Properties=species:S:1:pos:R:3:nbo_charge:R:1
C 0.135 0.603 -0.003 -0.208
Cl 0.496 -2.356 -0.113 -0.547
I -1.939 0.859 -0.030 0.375
H 0.640 0.135 -0.717 0.197
H 0.669 0.760 0.862 0.183
```

The value obtained for the molar mass is 176.38 g/mol. The value obtained for the HOMO energy (alpha / beta) is -0.34355 / -0.34350 hartree. For the largest force on an atom, the calculation gives 4.813 eV/Å. Its spin multiplicity is 1. The calculation puts the total energy at -797.04893 a.u. As for the relative energy (zero: lowest compared OMol25 entry of this formula, charge and spin): 3.1816 eV. The HOMO-LUMO gap (alpha / beta) is 6.19 / 6.19 eV.

---

Record 2
# CH2ClN2O2

A 2-piece molecular cluster, CH2ClN2O2 overall (ωB97M-V/def2-TZVPD, OMol25).

Structure (XYZ):
```
8
Properties=species:S:1:pos:R:3:mulliken_spin:R:1
C -1.501 -1.449 0.846 1.585
N 1.481 -0.293 -0.272 0.031
N 1.141 0.890 -0.609 -0.008
O 2.028 1.787 -0.626 0.004
O -0.042 1.228 -0.917 0.012
Cl -2.177 -0.110 0.110 0.282
H -1.581 -1.176 1.911 0.107
H 0.651 -0.877 -0.444 -0.013
```

The value obtained for the molar mass is 109.49 g/mol. The value obtained for the HOMO energy (alpha / beta) is -0.13963 / -0.14401 hartree. For the largest force on an atom, the calculation gives 2.275 eV/Å. Its spin multiplicity is 3. The calculation puts the total energy at -759.25852 a.u. As for the relative energy (zero: lowest compared OMol25 entry of this formula, charge and spin): 1.6368 eV. The HOMO-LUMO gap (alpha / beta) is 7.48 / 5.69 eV. As for the expectation value of S²: 2.009. As for the charge: -1.

---

Record 3
# CH2ClN3S

An isolated molecule of CH2ClN3S (ωB97M-V/def2-TZVPD, OMol25).

Structure (XYZ):
```
8
Properties=species:S:1:pos:R:3:nbo_charge:R:1
C -3.747 -0.679 0.128 -0.335
N -1.554 -0.464 0.011 -0.096
N -1.114 1.890 0.025 -0.635
N -1.704 0.700 0.042 0.022
S -3.820 0.847 0.538 0.111
Cl -4.854 -1.672 -0.605 0.111
H -1.810 2.626 0.073 0.414
H -0.072 1.877 0.110 0.409
```

The value obtained for the molar mass is 123.57 g/mol. The value obtained for the HOMO energy is -0.29142 hartree. For the largest force on an atom, the calculation gives 2.969 eV/Å. Its spin multiplicity is 1. The calculation puts the total energy at -1061.74244 a.u. As for the relative energy (zero: lowest compared OMol25 entry of this formula, charge and spin): 3.0545 eV. The HOMO-LUMO gap is 7.58 eV.

---

Record 4
# CH2ClNO

A 2-piece molecular cluster, CH2ClNO overall (ωB97M-V/def2-TZVPD, OMol25).

Structure (XYZ):
```
6
Properties=species:S:1:pos:R:3:nbo_charge:R:1
C -1.244 0.046 -0.388 0.266
N 2.231 0.296 1.466 -0.346
O -0.833 -0.711 -1.276 -0.501
Cl 2.576 -0.378 0.133 0.347
H -1.178 1.070 -0.533 0.116
H -1.552 -0.323 0.597 0.118
```

The value obtained for the molar mass is 79.49 g/mol. The value obtained for the HOMO energy (alpha / beta) is -0.35399 / -0.35384 hartree. For the largest force on an atom, the calculation gives 4.238 eV/Å. Its spin multiplicity is 1. The calculation puts the total energy at -629.30867 a.u. As for the relative energy (zero: lowest compared OMol25 entry of this formula, charge and spin): 5.2260 eV. The HOMO-LUMO gap (alpha / beta) is 8.65 / 8.63 eV.

---

Record 5
# CH2ClO2P

A 2-piece molecular cluster, CH2ClO2P overall (ωB97M-V/def2-TZVPD, OMol25).

Structure (XYZ):
```
7
Properties=species:S:1:pos:R:3:nbo_charge:R:1
O -2.068 -0.836 1.177 -0.655
C -1.489 0.273 0.791 0.439
O -1.306 0.125 -0.491 -0.630
P -2.188 -1.404 -0.404 0.669
H -1.109 1.032 1.408 0.182
Cl 1.646 -1.351 -0.050 -0.247
H 0.791 -0.989 0.792 0.243
```

The value obtained for the molar mass is 112.45 g/mol. The value obtained for the HOMO energy is -0.28389 hartree. For the largest force on an atom, the calculation gives 2.124 eV/Å. Its spin multiplicity is 1. The calculation puts the total energy at -991.25987 a.u. As for the relative energy (zero: lowest compared OMol25 entry of this formula, charge and spin): 2.1931 eV. The HOMO-LUMO gap is 7.97 eV. The SMILES is O1C2OP12.Cl.

---

Record 6
# CH2ClO3S

CH2ClO3S as an isolated structure (ωB97M-V/def2-TZVPD, OMol25).

Structure (XYZ):
```
8
Properties=species:S:1:pos:R:3:nbo_charge:R:1
C 0.443 0.010 0.320 0.109
O -2.038 0.895 -0.745 -1.001
O -1.113 -1.422 -0.713 -1.027
O 0.915 0.997 -0.397 -0.696
S -1.540 -0.193 0.095 1.477
Cl 1.020 -0.008 2.544 -0.549
H 0.834 -1.085 0.091 0.196
H 1.479 0.807 -1.194 0.492
```

The value obtained for the molar mass is 129.54 g/mol. The value obtained for the HOMO energy is -0.15047 hartree. For the largest force on an atom, the calculation gives 2.725 eV/Å. Its spin multiplicity is 1. The calculation puts the total energy at -1123.39858 a.u. As for the relative energy (zero: lowest compared OMol25 entry of this formula, charge and spin): 1.7667 eV. The HOMO-LUMO gap is 7.57 eV. As for the charge: -1.

---

Record 7
# CH2ClOP

CH2ClOP as an isolated structure (ωB97M-V/def2-TZVPD, OMol25).

Structure (XYZ):
```
6
Properties=species:S:1:pos:R:3:nbo_charge:R:1
C -1.827 0.120 0.053 0.511
O -2.618 0.927 -0.097 -0.470
P 0.600 0.200 0.107 0.328
Cl 2.718 0.407 -0.036 -0.352
H 0.644 -1.072 0.966 0.015
H 0.483 -0.583 -0.992 -0.032
```

The value obtained for the molar mass is 96.45 g/mol. The value obtained for the HOMO energy is -0.36283 hartree. For the largest force on an atom, the calculation gives 2.865 eV/Å. Its spin multiplicity is 1. The calculation puts the total energy at -916.06504 a.u. As for the relative energy (zero: lowest compared OMol25 entry of this formula, charge and spin): 0.1802 eV. The HOMO-LUMO gap is 9.88 eV.

---

Record 8
# CH2ClOP

An isolated molecule of CH2ClOP (ωB97M-V/def2-TZVPD, OMol25).

Structure (XYZ):
```
6
Properties=species:S:1:pos:R:3:nbo_charge:R:1
O 1.292 1.579 -0.381 -0.458
C 0.448 0.743 -0.253 0.104
P 0.178 -0.475 1.053 0.614
Cl -0.421 -2.349 -0.369 -0.382
H -0.225 0.453 -1.007 0.122
H -1.272 0.049 0.957 0.000
```

The value obtained for the molar mass is 96.45 g/mol. The value obtained for the HOMO energy is -0.37376 hartree. For the largest force on an atom, the calculation gives 3.237 eV/Å. Its spin multiplicity is 1. The calculation puts the total energy at -916.02899 a.u. As for the relative energy (zero: lowest compared OMol25 entry of this formula, charge and spin): 1.1610 eV. The HOMO-LUMO gap is 8.50 eV. The SMILES is O=CPCl.

---

Record 9
# CH2ClP

An isolated molecule of CH2ClP (ωB97M-V/def2-TZVPD, OMol25).

Structure (XYZ):
```
5
Properties=species:S:1:pos:R:3:nbo_charge:R:1
C -0.044 0.378 0.260 -0.881
P 0.052 1.720 1.267 0.728
Cl -0.581 1.015 3.011 -0.297
H 0.437 0.719 -0.593 0.210
H 0.085 -0.656 0.623 0.240
```

The value obtained for the molar mass is 80.45 g/mol. The value obtained for the HOMO energy is -0.35354 hartree. For the largest force on an atom, the calculation gives 3.230 eV/Å. Its spin multiplicity is 1. The calculation puts the total energy at -840.81739 a.u. As for the relative energy (zero: lowest compared OMol25 entry of this formula, charge and spin): 0.0954 eV. The HOMO-LUMO gap is 9.42 eV. The SMILES is C=PCl.

---

Record 10
# CH2ClPS

An isolated molecule of CH2ClPS (ωB97M-V/def2-TZVPD, OMol25).

Structure (XYZ):
```
6
Properties=species:S:1:pos:R:3:nbo_charge:R:1
S -2.155 0.796 0.612 -0.361
P -1.087 0.238 -0.882 0.660
C 0.581 -0.078 0.003 -0.735
Cl 0.632 -1.854 0.273 -0.023
H 0.599 0.594 0.820 0.231
H 1.430 0.304 -0.826 0.228
```

The value obtained for the molar mass is 112.52 g/mol. The value obtained for the HOMO energy is -0.33140 hartree. For the largest force on an atom, the calculation gives 4.655 eV/Å. Its spin multiplicity is 1. The calculation puts the total energy at -1239.00174 a.u. As for the relative energy (zero: lowest compared OMol25 entry of this formula, charge and spin): 1.1687 eV. The HOMO-LUMO gap is 7.52 eV. The SMILES is S=PCCl.